Entry 1:
C49H59AsCl2CsN4O4P | the ωB97M-V functional and the def2-TZVPD basis

Properties
Orbital gap   5.57 eV
Highest occupied orbital energy   -1.9 eV
ΔE to the lowest compared entry with this formula, charge and spin   0.0 kcal per mole

```
! RIJCOSX wB97M-V def2-TZVPD def2/J DEFGRID3
* xyz -2 1
Cs 0.31 2.82 2.20
N -2.68 2.80 -0.06
C -4.10 2.68 0.26
C -4.26 1.93 1.57
C -3.89 0.46 1.50
C -3.35 -0.08 2.83
N -2.09 0.60 3.12
H -2.24 3.44 0.59
H -2.54 3.21 -0.98
H -4.60 2.13 -0.56
H -4.60 3.66 0.33
H -5.28 2.05 1.95
H -3.60 2.43 2.29
H -3.10 0.31 0.76
H -4.74 -0.14 1.16
H -3.25 -1.17 2.76
H -4.06 0.13 3.64
H -1.43 0.33 2.39
H -1.65 0.26 3.97
O 0.49 6.03 2.34
C 0.38 5.67 1.15
O -0.51 4.94 0.65
C 1.47 6.13 0.18
C 2.16 7.30 0.50
C 3.12 7.83 -0.34
C 3.43 7.16 -1.52
C 2.78 5.98 -1.84
C 1.79 5.44 -1.00
P 1.01 3.81 -1.42
C 2.19 3.19 -2.69
C 1.99 3.22 -4.06
C 2.90 2.63 -4.93
C 4.03 2.01 -4.43
C 4.24 1.97 -3.06
C 3.32 2.54 -2.19
C -0.41 4.30 -2.46
C -1.16 3.26 -3.01
C -2.29 3.53 -3.77
C -2.70 4.84 -3.97
C -1.97 5.88 -3.41
C -0.83 5.61 -2.67
H 1.90 7.77 1.44
H 3.63 8.75 -0.08
H 4.18 7.55 -2.20
H 3.05 5.46 -2.75
H 1.11 3.71 -4.47
H 2.72 2.66 -6.00
H 4.74 1.54 -5.11
H 5.11 1.46 -2.65
H 3.46 2.44 -1.12
H -0.87 2.23 -2.82
H -2.87 2.71 -4.18
H -3.60 5.05 -4.54
H -2.30 6.90 -3.55
H -0.27 6.43 -2.22
O 2.30 1.15 0.34
H 2.18 0.56 1.11
H 1.48 1.00 -0.16
O -0.51 0.71 -0.35
H -0.70 -0.26 -0.12
H -1.33 1.22 -0.24
Cl -4.27 4.68 6.03
C -3.21 3.86 4.84
Cl -2.27 4.99 3.88
H -3.85 3.28 4.18
H -2.54 3.22 5.38
N 1.00 0.85 4.08
C 1.31 0.14 3.20
C 1.09 -6.25 -4.60
C 1.12 -5.41 -3.35
C 1.17 -5.99 -2.09
C 1.16 -5.22 -0.92
C 1.26 -6.03 0.36
C 1.09 -3.83 -0.99
As 1.01 -2.43 0.46
N -0.73 -1.94 0.29
C -1.75 -2.79 0.01
C -2.90 -2.28 -0.65
C -4.00 -3.07 -0.94
C -4.03 -4.42 -0.60
C -2.91 -4.95 0.03
C -1.81 -4.17 0.33
C 1.38 -3.43 2.14
C 0.56 -3.40 3.28
C -0.76 -2.69 3.33
C 1.00 -4.04 4.45
C 2.23 -4.66 4.54
C 2.67 -5.35 5.80
C 3.06 -4.62 3.42
C 2.66 -4.00 2.25
C 3.64 -3.95 1.10
C 1.05 -3.23 -2.27
C 0.97 -1.74 -2.48
C 1.06 -4.03 -3.41
H 1.41 -7.27 -4.39
H 1.75 -5.84 -5.36
H 0.08 -6.29 -5.02
H 1.22 -7.07 -2.00
H 0.55 -6.85 0.33
H 1.08 -5.44 1.25
H 2.26 -6.46 0.46
H -2.89 -1.23 -0.93
H -4.85 -2.61 -1.44
H -4.88 -5.04 -0.84
H -2.89 -6.00 0.31
H -0.97 -4.62 0.84
H -0.73 -1.77 2.75
H -1.01 -2.45 4.36
H -1.57 -3.30 2.92
H 0.35 -4.01 5.32
H 1.95 -5.18 6.61
H 3.64 -4.97 6.14
H 2.77 -6.43 5.66
H 4.05 -5.06 3.48
H 4.61 -4.33 1.41
H 3.77 -2.92 0.74
H 3.30 -4.54 0.25
H 0.02 -1.34 -2.10
H 1.04 -1.50 -3.54
H 1.76 -1.20 -1.96
H 1.02 -3.54 -4.39
*
```

Entry 2:
C49H59FN10OYb | the ωB97M-V functional and the def2-TZVPD basis

Properties
Orbital gap (spin up / spin down)   7.40 / 7.25 eV
Highest occupied orbital energy (spin up / spin down)   -9.6 / -9.6 eV

```
! RIJCOSX wB97M-V def2-TZVPD def2/J DEFGRID3
* xyz 1 2
Yb -0.18 -1.34 0.12
C 0.97 0.07 -1.77
C 1.74 -1.09 -1.77
C 2.46 -1.15 -0.54
C 2.01 -0.02 0.24
C 1.15 0.80 -0.53
C 1.12 2.32 -0.51
C 2.32 2.88 -1.32
C 1.22 2.84 0.97
C -0.15 2.89 -1.21
C 3.72 -1.92 0.03
C 3.68 -1.88 1.57
C 3.91 -3.37 -0.41
C 5.02 -1.13 -0.35
C 1.88 -1.87 -3.13
C 3.30 -1.62 -3.66
C 1.73 -3.40 -3.05
C 0.93 -1.38 -4.20
H 0.47 0.42 -2.68
H 2.45 0.26 1.19
H 3.24 2.88 -0.71
H 2.12 3.97 -1.41
H 2.46 2.30 -2.24
H 1.91 2.17 1.54
H 0.28 2.85 1.49
H 1.56 3.88 1.02
H -0.11 2.69 -2.26
H -0.18 3.96 -1.18
H -1.01 2.41 -0.76
H 2.66 -1.98 1.88
H 3.96 -0.92 1.99
H 4.33 -2.66 1.96
H 3.13 -4.02 0.07
H 4.92 -3.75 -0.10
H 3.78 -3.52 -1.49
H 5.10 -0.13 0.07
H 5.04 -1.03 -1.42
H 5.87 -1.72 0.01
H 4.03 -2.13 -3.02
H 3.48 -0.58 -3.76
H 3.34 -2.07 -4.65
H 2.00 -3.88 -2.07
H 2.41 -3.82 -3.82
H 0.72 -3.77 -3.26
H 1.14 -0.33 -4.44
H -0.12 -1.53 -3.88
H 1.11 -1.95 -5.10
C -0.94 1.81 5.07
N -1.10 0.83 4.04
C -0.37 0.66 2.93
N -0.81 -0.39 2.24
C -1.85 -0.83 3.01
N -2.05 -0.12 4.08
C -0.94 3.29 4.59
C -0.44 4.24 5.49
C -0.36 5.60 5.12
C -0.83 6.00 3.89
C -1.20 5.04 2.98
C -1.27 3.72 3.33
C -1.52 5.60 1.64
N -1.33 6.80 1.21
N -1.87 6.88 -0.07
C -2.41 5.74 -0.33
O -2.22 4.87 0.72
C -2.96 5.18 -1.57
C -3.13 5.99 -2.70
C -3.55 5.40 -3.90
C -3.75 4.01 -3.99
C -3.65 3.21 -2.86
C -4.02 1.77 -2.88
N -3.49 1.04 -1.75
C -2.29 0.48 -1.68
N -2.10 0.05 -0.43
C -3.21 0.42 0.23
N -4.08 1.04 -0.55
C -3.28 3.83 -1.65
H 0.01 1.60 5.60
H -1.77 1.70 5.76
H 0.47 1.28 2.61
H -2.40 -1.71 2.73
H -0.18 4.00 6.53
H 0.07 6.38 5.77
H -0.72 7.00 3.51
H -1.60 3.05 2.57
H -2.99 7.03 -2.57
H -3.69 6.01 -4.77
H -4.06 3.57 -4.96
H -3.66 1.20 -3.79
H -5.09 1.53 -2.90
H -1.65 0.28 -2.52
H -3.36 0.21 1.30
H -3.23 3.28 -0.72
C -0.95 -6.10 -2.83
C -1.54 -4.87 -2.30
C -2.80 -4.37 -2.44
C -2.74 -3.17 -1.71
N -1.57 -2.98 -1.13
N -0.82 -4.01 -1.57
C -3.97 -2.34 -1.43
H -1.71 -6.77 -3.18
H -0.36 -6.67 -2.09
H -0.28 -5.89 -3.68
H -3.64 -4.79 -2.95
H 0.03 -4.27 -1.17
H -4.89 -2.94 -1.48
H -4.13 -1.49 -2.09
H -3.99 -1.90 -0.46
F 3.44 -4.35 5.92
C 2.72 -4.15 4.79
C 1.67 -3.22 4.87
C 0.81 -3.13 3.77
C 0.99 -3.79 2.56
C 0.12 -3.52 1.32
C 2.06 -4.71 2.53
C 2.94 -4.86 3.64
H 1.44 -2.71 5.82
H -0.10 -2.50 3.87
H -0.92 -3.51 1.73
H 0.15 -4.38 0.65
H 2.20 -5.28 1.66
H 3.79 -5.55 3.53
*
```

Entry 3:
C49H61N4O7PS3V | the ωB97M-V functional and the def2-TZVPD basis

Properties
Orbital gap (spin up / spin down)   4.69 / 3.73 eV
Highest occupied orbital energy (spin up / spin down)   -0.8 / 0.2 eV

```
! RIJCOSX wB97M-V def2-TZVPD def2/J DEFGRID3
* xyz -2 2
V 0.09 -0.92 -0.49
C -2.73 -0.54 1.80
C -3.03 -1.41 0.58
C -2.92 -0.72 -0.78
N -1.59 -0.72 -1.36
C -1.49 -0.56 -2.66
C -2.58 -0.24 -3.52
C -2.66 -0.28 -4.89
C -1.71 -0.68 -5.82
C -0.35 -0.89 -5.58
C 0.36 -0.66 -4.43
C -0.10 -0.45 -3.11
N 0.70 -0.14 -2.09
C 1.89 0.60 -2.40
C 1.54 1.91 -3.15
C 0.14 2.42 -2.72
N -0.08 2.07 -1.35
C 0.66 2.58 -0.41
C 1.34 3.84 -0.60
C 2.04 4.68 0.22
C 2.45 4.48 1.53
C 2.20 3.34 2.27
C 1.46 2.20 1.96
C 0.70 1.78 0.84
N 0.02 0.62 0.86
C -0.27 0.18 2.21
C -1.38 -0.84 2.45
H -3.51 -0.73 2.55
H -2.79 0.51 1.53
H -4.05 -1.79 0.66
H -2.37 -2.28 0.59
H -3.27 0.32 -0.69
H -3.60 -1.25 -1.46
H -3.48 0.10 -3.02
H -3.63 0.00 -5.31
H -2.05 -0.80 -6.84
H 0.23 -1.20 -6.44
H 1.43 -0.76 -4.52
H 2.61 0.03 -3.00
H 2.36 0.85 -1.44
H 1.54 1.74 -4.23
H 2.30 2.66 -2.91
H -0.63 1.92 -3.31
H 0.06 3.50 -2.94
H 1.14 4.27 -1.57
H 2.34 5.63 -0.22
H 3.05 5.25 2.01
H 2.65 3.32 3.25
H 1.55 1.46 2.74
H -0.55 1.08 2.81
H 0.64 -0.25 2.66
H -1.52 -0.88 3.54
H -1.05 -1.83 2.15
O -1.42 -4.18 2.18
S -0.64 -4.16 0.94
O 0.29 -5.27 0.88
O -0.03 -2.84 0.76
C -1.89 -4.38 -0.34
C -3.14 -4.84 0.06
C -4.18 -4.93 -0.84
C -3.98 -4.56 -2.16
C -2.73 -4.12 -2.57
C -1.69 -4.03 -1.66
S -0.07 -3.74 -2.37
O 0.60 -5.03 -2.25
O -0.33 -3.38 -3.75
O 0.61 -2.68 -1.64
H -3.26 -5.09 1.10
H -5.15 -5.30 -0.52
H -4.80 -4.62 -2.88
H -2.52 -3.83 -3.59
O -4.06 2.50 0.42
S -2.62 2.80 0.62
C -2.55 3.58 2.24
C -3.68 3.55 3.06
C -3.59 3.93 4.38
C -2.36 4.34 4.90
C -1.24 4.37 4.08
C -1.32 3.99 2.76
C -2.37 4.24 -0.46
C -2.52 3.92 -1.80
C -2.30 4.88 -2.78
C -1.91 6.16 -2.41
C -1.74 6.47 -1.07
C -1.97 5.51 -0.09
H -4.61 3.22 2.63
H -4.46 3.90 5.01
H -2.28 4.60 5.95
H -0.28 4.70 4.49
H -0.46 3.99 2.12
H -2.79 2.91 -2.06
H -2.43 4.63 -3.82
H -1.73 6.91 -3.16
H -1.42 7.46 -0.78
H -1.84 5.77 0.95
C 3.70 -2.27 -1.28
C 3.58 -2.99 0.06
C 3.02 -4.38 -0.21
P 2.49 -1.98 1.23
C 3.78 -0.79 2.00
C 5.09 -1.33 2.59
C 4.10 0.30 0.99
C 2.26 -3.22 2.65
C 3.43 -4.10 3.07
C 1.70 -2.54 3.90
H 4.33 -2.86 -1.96
H 4.12 -1.27 -1.19
H 2.71 -2.20 -1.72
H 4.58 -3.07 0.51
H 2.09 -4.31 -0.78
H 2.79 -4.94 0.69
H 3.74 -4.95 -0.81
H 3.22 -0.32 2.82
H 5.56 -2.06 1.94
H 4.93 -1.79 3.56
H 5.79 -0.51 2.73
H 4.85 -0.03 0.28
H 4.47 1.20 1.48
H 3.19 0.57 0.44
H 1.47 -3.86 2.25
H 4.01 -3.63 3.87
H 4.11 -4.33 2.26
H 3.04 -5.05 3.45
H 2.43 -1.86 4.35
H 0.79 -1.99 3.68
H 1.45 -3.30 4.65
*
```

Table of E (hartree), in record order: -5940.36287; -3783.73797; -5129.34949